The following is a DFT calculation (ωB97M-V/def2-TZVPD) of a structure of composition C18H29N2NdO3P2 at a distorted geometry.

Spin multiplicity ... 4
Energy relative to the best compared isomer or geometry (same formula, charge and spin) ... 10.0 kcal per mole
HOMO energy (alpha / beta) ... -7.329 / -7.382 eV
HOMO-LUMO gap (alpha / beta) ... 0.27438 / 0.27726 Ha
LUMO energy (alpha / beta) ... 0.1 / 0.2 eV
<S²> ... 3.754

Geometry as XYZ:
```
55
Properties=species:S:1:pos:R:3:forces:R:3
H 0.2887 -2.2476 -2.9955 -0.23 0.55 -0.26
H 0.0874 -6.6579 1.1463 0.03 0.57 -0.12
N -0.9467 0.0097 2.8960 0.40 0.22 2.78
Nd -0.1546 -0.3470 0.7047 -0.91 -1.50 1.54
H 1.9037 -5.5251 -0.1563 -0.43 0.19 0.26
H -1.8130 -5.3212 2.0607 0.11 -0.08 -0.06
H -3.5517 -1.8102 -1.6154 0.03 0.26 -0.17
O -0.0454 -1.3657 -2.7727 -0.25 0.20 -0.27
C 0.0883 4.7658 -0.8475 -0.21 -0.43 -0.37
H 3.6858 1.3232 -0.6175 0.07 -0.11 0.18
H 0.1261 5.8222 -1.1311 -0.10 -0.41 0.12
H 4.7452 1.3436 0.8307 0.01 0.09 -0.01
C 1.0674 -4.9392 0.2558 0.52 0.20 -0.33
O -0.8482 0.1580 5.2888 0.02 0.10 1.68
H -4.2269 0.0178 0.6862 -0.14 0.38 -0.24
H -3.6279 1.7028 0.5633 -0.19 -0.59 -0.42
H -1.1826 1.1442 -2.9978 -0.13 0.41 0.67
C -1.0244 -4.8316 1.4961 0.21 0.56 -0.27
H 2.4720 0.7166 3.7962 0.52 -0.35 -0.49
H -2.3166 -1.3137 -2.7961 -0.50 0.27 0.39
C 0.0545 -5.5713 0.9762 -0.49 -0.06 0.27
C -1.0693 -3.4340 1.2772 -0.26 -1.78 0.46
C -0.0474 -2.8493 0.5672 -0.10 3.03 -0.28
H 4.2989 -0.2002 0.0540 0.04 0.26 0.00
H 1.4717 2.5213 2.5089 0.10 -0.10 -0.40
H -4.6875 1.0198 -0.7349 -0.16 0.12 -0.02
C 1.9051 2.3962 1.4984 -0.05 0.26 0.02
P -2.4238 0.1611 -0.8910 -0.11 1.04 -0.45
C 3.9507 0.8077 0.3138 0.04 -0.39 -0.48
O -0.7660 0.6378 -3.9040 2.07 0.53 -2.06
C -0.8335 2.5360 -1.0936 -0.55 -1.09 0.49
H 3.2987 -0.7493 3.1317 0.05 0.49 0.16
H 1.8183 -3.0133 -0.4919 -0.39 -0.51 0.25
C 0.9088 2.9112 0.4468 -0.03 0.24 0.11
H 1.2243 -0.7593 -1.0017 0.71 0.31 0.28
H -0.0424 1.1603 -4.3846 -1.62 -0.98 1.15
C 1.0187 -3.5465 0.0569 0.45 -1.48 -0.04
H 2.8207 3.0111 1.4548 -0.43 0.01 0.10
H -1.9059 -2.8329 1.6840 0.41 -0.40 -0.14
C -3.8982 0.7968 -0.0234 0.19 -0.14 0.91
P 2.4760 0.6351 1.3504 0.15 0.71 0.56
C 3.1823 0.3429 3.0243 -0.30 -0.10 0.05
H -1.4633 4.2122 -2.2655 0.34 -0.05 0.28
H -0.2966 -0.3586 -3.4840 0.01 -0.94 0.21
H 0.6770 -0.9745 -1.5546 0.30 -0.10 -0.49
C 0.9470 4.2679 0.1323 0.48 -0.24 0.25
C -0.7725 3.8800 -1.4851 0.05 0.83 0.07
C -3.1294 -0.9402 -2.1415 0.45 -0.65 -0.12
H -2.6721 2.2121 -2.1510 0.72 -0.31 0.14
C -1.7998 1.6304 -1.7575 -0.36 0.75 0.17
N -0.0032 2.0670 -0.0944 0.36 0.71 -0.91
H 1.6782 4.8990 0.6504 -0.37 -0.19 -0.32
C -0.9009 0.0796 4.1331 -0.09 -0.26 -4.83
H 4.1588 0.8402 3.1162 -0.31 -0.14 0.13
H -3.9042 -0.4411 -2.7128 -0.14 0.08 -0.15
```
Positions in Å, forces in eV/Å.

Atomic partial charges in e from the Löwdin method, atoms 1 to 8: 0.033, 0.098, -0.143, 1.374, 0.096, 0.090, 0.052, -0.313